1.
Computed, not measured: a structure of composition C13H38GeI3N3O6P2SeV in a non-equilibrium geometry, with ωB97M-V/def2-TZVPD.

Geometry as XYZ:
```
68
C13H38GeI3N3O6P2SeV (ωB97M-V/def2-TZVPD)
O 4.61 2.76 -0.61
I -3.28 3.98 -1.04
H -1.67 -1.27 2.98
H -1.86 1.32 -4.08
C 2.82 0.96 -1.19
C 1.71 2.60 3.55
H 4.31 -0.52 -1.14
Ge -3.16 -0.72 -3.66
O 0.55 1.28 0.28
H -0.43 -1.05 -1.15
H -0.28 -2.81 4.05
H 2.08 -2.21 2.93
P 3.94 1.54 0.12
H -2.86 -1.58 -5.94
H 3.23 2.29 -2.79
H 1.87 -2.82 4.61
H 2.72 3.00 3.46
O 3.08 2.10 1.20
H -1.01 0.86 2.34
H 1.62 1.48 -2.98
Se -2.08 -1.88 -0.63
O 2.01 -0.47 0.92
C 1.67 -1.96 3.95
C 2.36 1.94 -2.29
H -5.59 -0.31 -4.46
H -5.07 3.33 0.76
C 2.58 -0.87 4.48
H -0.24 -1.54 1.87
H 4.40 0.40 -2.41
H 1.51 2.38 4.62
N 3.73 -0.07 -1.81
H -0.18 -1.33 4.96
C -1.70 -3.77 -0.95
C -3.98 3.07 0.75
C -4.72 0.33 -4.19
H 3.58 0.80 3.67
H -0.77 -4.00 -0.44
N -0.26 0.41 2.88
O 0.72 -0.82 -1.28
H 2.17 -0.34 5.35
I 0.15 3.67 2.55
H -1.53 0.83 -2.31
H -1.57 -4.09 -1.98
H -0.44 0.67 3.85
H -3.79 -2.66 -5.11
C -1.63 0.49 -3.41
C -0.61 -1.11 2.85
H 5.50 3.00 -0.47
C -3.62 -1.57 -1.96
H -4.26 -0.98 -1.29
P 1.43 0.15 -0.32
H 3.30 -0.48 2.63
H -2.02 -2.68 -4.97
C 0.13 -1.80 4.01
H -4.16 -2.54 -2.05
H -0.75 -0.10 -3.65
H -2.57 -4.20 -0.52
H -5.11 0.83 -3.33
C -2.91 -2.06 -5.02
H 1.93 2.87 -1.90
H -4.48 1.05 -4.97
O 4.95 0.48 0.38
N 2.88 0.11 3.35
I -3.62 0.95 0.95
V 1.52 1.30 2.05
H 3.09 -0.71 -2.39
H 3.47 -1.39 4.80
H -3.41 3.47 1.54
```

Summary:
Kohn-Sham gap (spin up / spin down) in eV: 6.766 / 7.432
E_LUMO (spin up / spin down) in eV: -7.11 / -6.44
Highest occupied orbital energy (spin up / spin down) in eV: -13.877 / -13.877
2S+1: 2
Net charge: +2
ΔE to the lowest compared entry with this formula, charge and spin in eV: 0.000

Here are the Mulliken charges for atoms 1 to 8, given in e: O -0.502; I 0.088; H 0.496; H 0.520; C 0.547; C -0.837; H 0.312; Ge 0.449


2.
Computed, not measured: an isolated molecule of C21H30FN3OS in a non-equilibrium geometry, with ωB97M-V/def2-TZVPD.

Geometry as XYZ:
```
57
C21H30FN3OS (ωB97M-V/def2-TZVPD)
C 5.46 2.98 0.24
H 5.27 0.47 -1.18
C -4.27 0.17 0.14
C -4.08 1.31 -0.64
O 4.59 -2.07 1.17
H 5.04 0.29 0.55
H 3.54 0.36 2.07
C -3.27 -0.89 0.08
H 3.66 0.02 -2.68
H -4.86 3.23 -1.22
C -6.33 1.11 0.98
N 3.42 -0.23 -0.64
H 7.11 1.81 -0.52
H 5.14 4.03 0.18
C 1.34 -1.31 -0.02
H 1.99 -0.37 2.47
H -5.57 -0.79 1.56
C -6.11 2.23 0.19
C 2.85 0.02 -1.95
H 2.36 -2.05 -2.33
C 3.52 -1.80 2.04
H 1.83 -2.30 0.00
C -5.40 0.08 0.95
N -2.27 -0.81 -0.84
C -5.00 2.34 -0.62
C 4.27 2.14 -0.26
C -1.47 -1.80 -0.79
C 2.85 -0.44 1.80
H 0.06 -3.04 -1.61
H -3.86 -2.31 1.67
C 1.85 -1.07 -2.31
H 0.53 -1.31 0.71
C -3.21 -2.01 0.87
H 6.45 2.98 -1.68
H 7.46 3.53 -0.34
C 4.57 0.64 -0.37
H 4.91 2.80 2.33
S -1.87 -2.98 0.45
H 4.30 -1.84 0.27
H 6.55 3.37 2.06
H 2.33 0.99 -2.00
H 3.98 2.52 -1.24
H 2.77 -2.60 1.97
H -0.58 -1.78 -2.70
H -7.21 1.05 1.60
C 6.70 2.81 -0.63
H 1.80 0.74 0.33
H -3.20 1.37 -1.27
H 3.94 -1.82 3.05
F -7.01 3.23 0.22
H 6.17 1.67 1.82
N 0.78 -1.05 -1.33
H 1.43 -0.87 -3.30
H 3.43 2.30 0.42
C -0.28 -1.99 -1.67
C 2.35 -0.22 0.36
C 5.79 2.68 1.71
```

Summary:
SMILES: CC(C)CCN1CCN(Cc2nc(-c3ccc(F)cc3)cs2)C[C@H]1CCO
Kohn-Sham gap in eV: 8.903
E_LUMO in eV: 0.57
Highest occupied orbital energy in eV: -8.334
2S+1: 1
Net charge: 0
ΔE to the lowest compared entry with this formula, charge and spin in eV: 0.000

Here are the Mulliken charges for atoms 1 to 8, given in e: C 0.490; H 0.389; C 0.695; C -0.380; O -0.643; H 0.315; H 0.212; C -0.137


3.
Computed, not measured: a cluster of 3 separate species, C11H20NO6S in total, with ωB97M-V/def2-TZVPD.

Geometry as XYZ:
```
39
C11H20NO6S (ωB97M-V/def2-TZVPD)
O -3.90 2.48 1.14
C -1.90 0.29 2.95
O -2.87 1.29 2.63
H -2.15 -0.66 2.47
H -1.11 -2.41 -0.38
H 4.14 -1.05 0.70
H 2.56 4.08 2.82
C 3.21 -1.14 1.25
H -3.18 3.24 -0.66
H 3.64 3.70 1.45
C 2.73 -2.57 -1.73
H -2.32 -2.30 -1.65
C 2.72 3.43 1.96
C 1.80 -2.08 -2.29
O 2.80 2.10 2.48
N -0.73 -3.66 -1.97
C 2.98 1.17 1.54
H 2.38 -1.23 0.56
H -1.93 0.18 4.03
H -1.21 -0.51 -2.59
O 3.08 1.38 0.36
H 1.03 -0.51 -3.36
H -2.00 -3.10 -4.00
H 0.34 -2.11 -3.79
C -0.51 -1.14 -2.04
H -4.42 1.97 -0.81
O -2.32 1.02 0.46
H 3.63 -3.08 -1.47
C -1.23 -2.41 -1.47
C -2.97 1.55 1.32
S -1.59 -4.21 -3.32
H 1.87 3.53 1.27
H -4.87 3.59 -0.25
H -0.91 0.61 2.63
H -0.12 -0.55 -1.21
O 3.03 -0.02 2.14
H 3.24 -2.02 1.89
C -4.09 2.83 -0.23
C 0.66 -1.46 -2.97
```

Summary:
Kohn-Sham gap in eV: 3.930
E_LUMO in eV: 2.45
Highest occupied orbital energy in eV: -1.478
2S+1: 1
Net charge: -1

Here are the Mulliken charges for atoms 1 to 8, given in e: O -0.340; C -0.524; O -0.331; H 0.301; H 0.254; H 0.313; H 0.216; C -0.471


4.
Computed, not measured: a structure of composition C21H20BrF8IrOSTe4 in a non-equilibrium geometry, with ωB97M-V/def2-TZVPD.

Geometry as XYZ:
```
57
C21H20BrF8IrOSTe4 (ωB97M-V/def2-TZVPD)
O 1.61 -0.65 0.34
C -0.53 0.39 1.76
C -5.04 -2.79 -1.04
Te 1.44 5.83 -0.69
S -2.25 0.87 -1.12
H 2.22 -5.82 3.73
H 5.16 -5.85 1.37
C 2.80 -6.93 0.50
H 4.67 -5.53 3.04
F -5.86 -3.85 -1.02
Br -0.70 -2.61 -0.08
Te 0.56 2.49 -0.77
H 4.67 -7.19 2.42
C -3.31 -0.55 -1.08
H 5.62 -0.44 2.94
H 2.36 -7.50 3.16
F -3.99 -3.61 -2.98
F -0.76 -0.75 2.48
Ir -0.28 0.01 -0.16
C 1.07 -2.97 0.55
H 3.42 -6.61 -0.34
H 4.55 -3.71 1.79
H 3.98 -0.90 3.43
Te 0.35 4.31 1.33
C 2.11 -6.48 2.86
H 0.62 -5.03 0.77
F -4.45 0.20 0.85
C -5.15 -1.80 -0.08
C 4.82 -1.17 2.79
F -1.58 1.19 2.05
H 1.76 -6.92 0.17
C -3.25 -1.56 -2.04
H 3.73 0.43 -0.07
H 4.92 0.91 1.15
C 3.25 -2.18 1.12
H 1.06 -6.46 2.57
C 4.47 -6.15 2.16
H 3.06 -7.96 0.76
F -2.36 -1.50 -3.04
F -6.08 -1.92 0.88
C 5.57 -1.55 0.43
C 4.38 -1.15 1.31
C -4.09 -2.66 -2.03
C 3.55 -3.50 1.44
C 3.01 -6.01 1.71
H 5.97 -2.54 0.68
Te 1.50 8.30 0.38
H 6.38 -0.82 0.54
H 3.22 0.69 1.58
H 5.19 -2.15 3.10
C 1.94 -1.87 0.65
C -4.30 -0.71 -0.11
C 1.38 -4.27 0.88
F 0.54 0.96 2.36
C 4.03 0.30 0.97
C 2.66 -4.57 1.34
H 5.28 -1.57 -0.62
```

Summary:
Kohn-Sham gap in eV: 4.343
E_LUMO in eV: 3.49
Highest occupied orbital energy in eV: -0.851
2S+1: 1
Net charge: -2
ΔE to the lowest compared entry with this formula, charge and spin in eV: 0.528

Here are the Mulliken charges for atoms 1 to 8, given in e: O -1.387; C 0.242; C 0.590; Te -0.175; S -0.328; H 0.367; H 0.383; C -1.690


5.
Computed, not measured: the ion C5H11Cl2N2 with charge +1 in a non-equilibrium geometry, with ωB97M-V/def2-TZVPD.

Geometry as XYZ:
```
20
C5H11Cl2N2 (ωB97M-V/def2-TZVPD)
H 1.02 -2.86 -0.30
H -1.55 1.56 1.36
H -1.33 0.77 -1.39
Cl -1.60 -1.96 -0.53
H 1.52 0.36 -1.69
H 0.55 1.87 0.74
C 0.31 1.49 -0.15
H -2.55 1.89 0.03
H -2.66 0.49 0.82
C 1.62 -2.02 -0.02
C -0.94 0.67 -0.32
C 1.33 0.36 -0.59
Cl -0.78 -0.66 2.13
H 2.37 -2.08 -0.80
N -2.01 1.23 0.53
C -0.56 -0.76 0.19
H 0.28 2.32 -0.75
N 0.70 -0.93 -0.26
H 2.04 -2.22 1.04
H 2.27 0.46 -0.03
```

Summary:
SMILES: CN1CC[C@H]([NH3+])C1(Cl)Cl
Kohn-Sham gap in eV: 9.748
E_LUMO in eV: -3.42
Highest occupied orbital energy in eV: -13.170
2S+1: 1
Net charge: +1
ΔE to the lowest compared entry with this formula, charge and spin in eV: 0.255

Here are the Mulliken charges for atoms 1 to 8, given in e: H 0.390; H 0.362; H 0.403; Cl -0.110; H 0.324; H 0.477; C -1.167; H 0.370


6.
Computed, not measured: a structure of composition C10H10BrF5NO2RhS2 in a non-equilibrium geometry, with ωB97M-V/def2-TZVPD.

Geometry as XYZ:
```
32
C10H10BrF5NO2RhS2 (ωB97M-V/def2-TZVPD)
C -2.70 -1.44 2.73
C -2.19 -0.96 3.94
F -0.57 3.40 -1.29
C -1.17 -0.01 3.92
H -0.75 0.38 4.84
H 0.08 1.17 2.63
S 1.72 1.31 -4.41
H 1.25 -1.59 0.37
H 2.30 -1.16 -5.46
C 1.14 -1.17 -0.63
H -2.29 -1.07 5.84
C -2.16 -0.92 1.58
C 0.10 3.07 -0.19
N -1.18 -0.02 1.54
H 2.07 -0.72 -0.96
H 0.84 -1.95 -1.34
F 1.55 1.60 0.84
C 0.86 0.13 -3.69
S -0.65 0.35 -2.77
F -0.80 2.98 0.82
H -3.50 -2.17 2.72
O 1.18 -1.17 -3.71
F 0.94 4.07 0.10
H 2.30 -2.65 -4.46
C 2.33 -1.57 -4.45
C -0.71 0.43 2.71
O -2.71 -1.46 5.07
Rh -0.34 0.18 -0.54
F 1.78 1.92 -1.30
C 0.85 1.73 -0.35
H 3.24 -1.20 -3.97
Br -2.80 -1.50 -0.12
```

Summary:
Kohn-Sham gap in eV: 7.215
E_LUMO in eV: -0.41
Highest occupied orbital energy in eV: -7.626
2S+1: 1
Net charge: 0
ΔE to the lowest compared entry with this formula, charge and spin in eV: 0.195

Here are the Mulliken charges for atoms 1 to 8, given in e: C -0.455; C 1.117; F -0.228; C -0.629; H 0.298; H 0.460; S -0.252; H 0.319


7.
Computed, not measured: a cluster of 2 separate species, C4H15N2O in total in a non-equilibrium geometry, with ωB97M-V/def2-TZVPD.

Geometry as XYZ:
```
22
C4H15N2O (ωB97M-V/def2-TZVPD)
H -0.89 0.01 1.86
H 1.31 0.15 1.16
N 1.26 -1.91 1.13
H 0.66 0.13 -3.87
H 1.46 -2.17 2.08
H -0.79 -2.32 1.49
H -1.45 -0.65 -1.04
H 1.78 -2.61 0.61
N 0.60 0.57 0.56
H -0.05 2.17 1.90
H 0.39 1.51 -4.40
H 1.24 2.63 0.69
H -1.57 0.93 -0.73
H -0.29 -2.16 -0.20
H 0.84 0.46 -0.42
C -0.63 -0.31 0.86
C -1.69 -0.02 -0.19
C -0.15 -1.79 0.80
H -2.72 -0.09 0.12
H -0.30 2.45 0.25
O 0.56 1.04 -3.58
C 0.40 1.97 0.93
```

Summary:
Kohn-Sham gap in eV: 11.330
E_LUMO in eV: -2.71
Highest occupied orbital energy in eV: -14.036
2S+1: 1
Net charge: +1
ΔE to the lowest compared entry with this formula, charge and spin in eV: 1.182

Here are the Mulliken charges for atoms 1 to 8, given in e: H 0.512; H 0.448; N -0.592; H 0.320; H 0.211; H 0.310; H 0.348; H 0.211


8.
Computed, not measured: the ion C7H12N3O3 with charge +1 in a non-equilibrium geometry, with ωB97M-V/def2-TZVPD.

Geometry as XYZ:
```
25
C7H12N3O3 (ωB97M-V/def2-TZVPD)
C -0.92 -0.66 -0.32
C 0.17 2.73 0.85
H -0.67 2.31 1.48
H -1.50 -1.17 -2.27
N 0.80 -2.18 0.15
H 1.62 -2.68 -0.42
H -2.28 -2.01 -1.02
H -2.21 -1.44 1.43
O 2.63 -0.86 0.74
C -1.94 -1.07 -1.31
H -2.14 0.41 1.16
H -0.35 3.52 0.20
H 4.33 0.03 -0.95
O -1.57 1.64 -1.20
H -2.88 -0.35 -1.39
H -0.77 -0.67 1.86
C -0.73 0.99 -0.63
C 0.52 1.53 0.07
C -1.57 -0.63 1.10
O 3.39 0.07 -1.18
N 0.17 -1.38 -0.59
H 0.77 -2.52 1.06
N 2.58 0.09 -0.04
H 0.92 3.37 1.26
C 1.64 0.92 -0.04
```

Summary:
SMILES: CC(=C=[N+]([O-])O)C(=O)C(C)(C)N=[NH2+]
Kohn-Sham gap (spin up / spin down) in eV: 8.285 / 8.286
E_LUMO (spin up / spin down) in eV: -5.24 / -5.24
Highest occupied orbital energy (spin up / spin down) in eV: -13.529 / -13.529
2S+1: 1
Net charge: +1
ΔE to the lowest compared entry with this formula, charge and spin in eV: 9.271

Here are the Mulliken charges for atoms 1 to 8, given in e: C 1.707; C -1.302; H 0.275; H 0.482; N -0.327; H 0.352; H 0.459; H 0.373


Number 1: molecular weight 977.636 g/mol. Number 2: molecular weight 391.556 g/mol. Number 3: molecular weight 294.349 g/mol. Number 4: molecular weight 1254.962 g/mol. Number 5: molecular weight 170.063 g/mol. Number 6: molecular weight 518.129 g/mol. Number 7: molecular weight 107.177 g/mol. Number 8: molecular weight 186.191 g/mol.